This record from OMol25 describes a 2-piece molecular cluster, C4H14N3O overall at a distorted geometry. The level of theory is ωB97M-V/def2-TZVPD.

Values from the calculation:
Highest occupied orbital energy (alpha / beta) in eV: -2.86 / -9.29
Charge: 0
Expectation value of S²: 0.75
Multiplicity: 2

CARTESIAN COORDINATES (ANGSTROEM)
C  -1.34039  0.62190  -1.01795
C  -0.22669  -0.32747  -1.39182
C  1.11911  0.40779  -1.70812
N  1.88681  -0.45587  1.15606
C  2.00814  0.78189  0.53155
N  1.65005  1.14948  -0.61391
N  -1.54275  0.68452  0.46521
H  -2.21547  0.23926  -1.54674
H  -1.22624  1.66591  -1.29422
H  -0.49709  -0.94705  -2.25646
H  -0.02311  -1.09127  -0.63404
H  0.87216  1.09863  -2.53241
H  1.90653  -0.26945  -2.06846
H  2.54329  -0.57676  1.91713
H  2.00364  -1.26203  0.55220
H  2.41714  1.58777  1.15026
H  -1.74775  1.65885  0.73378
H  -0.72059  0.42455  1.02556
H  -2.27785  0.04039  0.85605
H  -2.01613  -1.47889  2.78127
H  -1.06838  -2.40595  1.94567
O  -1.50440  -1.54620  1.94939